The following is a DFT calculation (the ωB97M-V functional and the def2-TZVPD basis) of a molecular structure, C32H35BBr66IO5S.

The geometry in XYZ format:
```
141
Properties=species:S:1:pos:R:3:forces:R:3
C 7.979 3.793 3.362 -3.9 -6.0 -3.4
C 7.341 2.686 2.787 5.6 8.2 4.7
B 6.673 1.462 1.860 -2.5 1.1 0.2
C 7.400 1.383 0.400 1.2 0.0 -0.5
C 8.550 0.242 0.205 2.2 2.2 -7.7
O 9.200 0.250 -0.988 -3.7 -0.6 7.5
I 9.203 -1.273 1.637 -0.6 1.1 -0.8
O 6.206 0.251 2.556 -1.0 -1.0 0.5
C 4.847 0.335 3.111 2.0 2.0 -0.1
S 3.931 -1.290 3.241 0.1 0.6 -0.9
C 4.195 1.600 2.296 1.5 0.7 -1.1
C 3.002 1.324 1.194 -0.2 0.6 -0.1
C 1.494 1.678 1.800 0.7 -0.2 -0.3
C 0.728 2.804 0.874 -1.0 0.0 0.1
C -0.788 2.331 0.375 -1.0 -0.9 -5.8
O -1.084 2.250 -0.949 1.6 0.7 8.9
O -1.841 1.955 1.347 3.1 -0.5 -0.8
O 5.361 2.111 1.502 -2.8 -0.6 1.0
H 8.403 4.821 3.799 -1.3 -3.0 -1.2
H 6.545 1.340 -0.431 2.1 -0.5 1.6
H 7.934 2.436 0.221 -0.8 -2.4 0.2
H 5.026 0.648 4.227 -0.8 -0.8 -2.1
H 3.399 -1.551 1.969 0.8 0.7 1.2
H 3.937 2.477 3.065 0.1 -2.1 -1.6
H 3.033 0.236 0.722 0.0 2.4 1.3
H 3.213 2.072 0.295 -0.3 -1.5 2.0
H 0.878 0.676 1.856 1.1 2.0 0.1
H 1.677 2.141 2.870 -0.6 -1.1 -2.1
H 1.310 3.067 -0.129 -1.4 -0.7 2.4
H 0.609 3.771 1.552 0.1 -1.9 -1.7
H -1.433 1.374 2.082 -0.5 1.6 -1.6
C -5.225 1.107 1.169 0.3 0.1 -0.1
Br -5.599 -0.802 1.184 0.1 0.6 0.1
Br -5.395 1.864 -0.615 0.0 -0.3 0.5
Br -6.308 2.067 2.469 0.2 -0.3 -0.4
H -4.180 1.230 1.470 -0.4 0.0 -0.2
C -6.491 -3.895 -1.364 0.1 0.3 0.0
Br -6.409 -2.231 -2.368 0.0 -0.6 0.2
Br -8.239 -4.739 -1.504 0.5 0.0 -0.1
Br -5.058 -5.112 -1.861 -0.3 0.2 0.1
H -6.343 -3.640 -0.309 -0.1 -0.1 -0.4
C -2.794 -4.820 -5.243 0.0 0.0 0.2
Br -2.102 -6.371 -6.192 -0.2 0.4 0.2
Br -1.367 -3.632 -4.661 -0.4 -0.2 -0.2
Br -4.142 -3.878 -6.282 0.4 -0.2 0.3
H -3.288 -5.192 -4.340 0.2 0.2 -0.4
C 3.842 6.009 1.351 0.4 0.3 0.0
Br 2.850 5.572 -0.264 0.2 0.1 0.3
Br 3.186 5.022 2.893 0.1 0.4 -0.4
Br 5.759 5.781 1.107 -0.7 -0.2 0.2
H 3.670 7.071 1.554 0.0 -0.5 -0.1
C 7.782 9.285 -0.715 0.0 0.1 -0.1
Br 8.738 9.512 0.964 -0.3 -0.1 -0.4
Br 8.461 7.776 -1.737 -0.2 0.4 0.3
Br 5.859 9.169 -0.443 0.5 0.1 -0.1
H 7.967 10.184 -1.312 -0.1 -0.4 0.3
C -3.355 -9.640 -8.260 -0.1 -0.2 -0.1
Br -1.543 -9.552 -7.559 -0.4 0.0 -0.2
Br -4.684 -9.353 -6.869 0.3 0.0 -0.3
Br -3.609 -8.434 -9.765 0.1 -0.3 0.4
H -3.502 -10.658 -8.638 0.1 0.5 0.2
C 4.453 12.014 -3.744 0.0 0.0 -0.2
Br 6.243 11.891 -2.992 -0.4 0.1 -0.2
Br 4.144 10.655 -5.101 0.1 0.5 0.6
Br 3.084 11.982 -2.362 0.3 0.0 -0.3
H 4.382 12.986 -4.243 0.0 -0.4 0.2
C -4.312 -3.574 3.982 -0.1 0.2 0.2
Br -5.051 -4.044 2.245 0.2 -0.2 0.4
Br -4.310 -5.089 5.202 0.2 0.3 -0.5
Br -2.548 -2.768 3.825 -0.4 -0.3 0.0
H -4.973 -2.816 4.416 0.3 -0.3 -0.2
C -9.327 1.737 5.173 -0.2 0.5 0.1
Br -8.576 0.713 6.647 -0.1 0.3 -0.3
Br -11.228 2.071 5.419 0.5 0.0 0.0
Br -8.338 3.382 4.856 -0.3 -0.3 0.3
H -9.224 1.123 4.272 -0.2 0.8 0.7
C 2.489 -10.954 -6.523 0.2 0.0 0.1
Br 1.473 -11.220 -4.885 0.2 0.1 -0.5
Br 2.002 -12.243 -7.895 0.1 0.3 0.3
Br 2.355 -9.123 -7.168 -0.2 -0.5 0.5
H 3.542 -11.130 -6.278 -0.4 0.0 -0.1
C 1.784 10.046 -8.969 0.0 -0.2 -0.2
Br 2.535 9.022 -7.495 -0.3 0.1 -0.5
Br -0.117 10.380 -8.723 0.5 -0.2 -0.1
Br 2.772 11.691 -9.285 -0.2 -0.4 0.1
H 1.886 9.432 -9.870 0.0 0.3 0.4
C -9.394 -0.206 10.875 -0.2 -0.1 -0.2
Br -10.122 1.430 11.635 0.2 -0.4 -0.2
Br -7.554 0.025 10.288 -0.4 0.0 0.2
Br -9.583 -1.715 12.087 0.1 0.4 -0.3
H -9.987 -0.435 9.983 0.3 0.1 0.4
C 4.664 -15.007 -6.175 -0.2 -0.1 -0.1
Br 5.687 -13.914 -7.418 -0.3 -0.3 0.4
Br 5.504 -16.735 -5.870 -0.2 0.4 -0.1
Br 4.311 -14.069 -4.508 0.1 -0.2 -0.4
H 3.694 -15.202 -6.644 0.4 0.1 0.2
C -9.094 5.826 7.931 -0.1 -0.1 -0.2
Br -9.822 7.462 8.691 0.2 -0.4 -0.1
Br -7.254 6.057 7.344 -0.4 0.0 0.2
Br -9.283 4.317 9.144 0.1 0.3 -0.3
H -9.687 5.597 7.040 0.3 0.1 0.4
C 5.617 0.568 7.522 -0.1 -0.2 0.2
Br 6.309 -0.983 6.573 -0.2 0.5 0.2
Br 7.044 1.756 8.103 -0.3 -0.3 -0.2
Br 4.269 1.510 6.483 0.3 -0.1 0.5
H 5.123 0.196 8.425 0.2 0.2 -0.4
C 1.156 -2.158 -1.236 0.1 -0.2 -0.1
Br 2.968 -2.070 -0.535 -0.5 -0.2 -0.4
Br -0.173 -1.871 0.155 0.3 0.0 -0.3
Br 0.902 -0.952 -2.741 0.0 -0.3 0.4
H 1.009 -3.176 -1.614 0.0 0.5 0.2
C -8.766 0.617 -4.034 -0.1 0.2 0.0
Br -9.293 0.347 -2.181 0.1 0.0 -0.4
Br -6.832 0.591 -4.248 -0.5 0.0 0.0
Br -9.643 -0.644 -5.227 0.3 0.3 0.3
H -9.105 1.618 -4.320 0.2 -0.5 0.1
C 11.488 -5.079 1.638 0.2 0.2 0.0
Br 11.115 -6.988 1.653 0.0 0.4 0.0
Br 11.318 -4.322 -0.146 0.0 -0.2 0.5
Br 10.405 -4.119 2.938 0.3 -0.6 -0.1
H 12.534 -4.956 1.940 -0.5 -0.1 -0.1
C 0.363 13.442 -4.729 0.2 0.0 0.2
Br 1.170 12.906 -6.416 -0.2 0.2 0.5
Br -0.747 15.027 -4.929 0.2 -0.4 0.0
Br -0.608 11.979 -3.893 0.2 0.4 -0.3
H 1.183 13.709 -4.054 -0.4 -0.1 -0.3
C -9.607 -0.952 1.839 0.2 0.1 -0.2
Br -8.651 -0.725 3.518 0.0 -1.4 -0.9
Br -8.928 -2.461 0.817 -0.5 0.4 0.4
Br -11.530 -1.068 2.111 0.5 0.0 0.0
H -9.423 -0.052 1.242 0.0 -0.3 0.3
C -6.403 -3.349 8.709 -0.1 0.2 0.1
Br -7.142 -3.819 6.972 0.0 0.2 0.5
Br -6.401 -4.864 9.929 0.0 0.4 -0.4
Br -4.640 -2.543 8.552 -0.5 -0.2 0.0
H -7.064 -2.590 9.143 0.3 -0.3 -0.2
C 5.615 -10.286 -8.987 -0.1 0.1 0.1
Br 6.306 -11.837 -9.936 -0.1 0.5 0.0
Br 7.041 -9.098 -8.405 -0.4 -0.3 -0.2
Br 4.267 -9.344 -10.026 0.6 -0.3 -0.1
H 5.120 -10.658 -8.084 0.2 0.1 -0.4
```
Positions in Å, forces in eV/Å.

Calculated values
calculated total energy = -172221.76448 Ha
total charge = -1
multiplicity = 1
E_LUMO = 0.4 eV
HOMO-LUMO gap = 5.897 eV